106
Properties=species:S:1:pos:R:3:forces:R:3 method="wB97M-V/def2-TZVPD" charge=-1 fmax_ev_per_a=1.530 energy_ev=-140597.63054 gap_ev=5.9
C -5.730371 1.392287 1.759643 -0.44 -0.68 1.04
O -6.676833 1.674883 0.746285 0.50 0.57 -0.47
B -6.142623 1.593164 -0.561586 -0.03 0.63 0.20
O -6.511532 2.667947 -1.408204 -0.67 -0.73 0.10
Al -4.938201 0.057661 -1.379762 0.69 -0.82 -0.39
C -4.843381 -1.641299 -0.234463 -0.35 -0.12 0.12
C -6.207118 -2.130638 0.318191 0.74 -0.19 -0.12
C -6.142199 -3.010574 1.594355 -0.43 -0.21 -0.86
S -5.257887 -2.291724 3.018908 -0.07 0.13 0.42
C -3.537158 -2.856225 2.943448 -0.18 0.26 -0.66
S -3.076552 -4.380914 3.200468 0.03 0.13 -0.21
N -2.636316 -1.819350 2.624761 0.22 -0.61 -0.23
C -1.454377 -1.869785 1.872038 0.63 -0.08 0.00
C -1.000610 -0.599760 1.833662 0.27 0.87 0.02
N -1.845847 0.266938 2.540907 0.89 -0.34 -0.43
C -2.782304 -0.501029 2.964815 -1.21 0.70 0.61
H -5.058945 0.553507 1.525153 -0.15 0.25 -0.24
H -6.299261 1.095020 2.659632 0.20 0.10 -0.22
H -5.112484 2.258802 2.048998 -0.15 -0.07 -0.36
H -7.470072 2.807183 -1.356777 0.20 0.38 0.23
H -3.424721 0.530922 -1.694897 0.06 0.12 0.03
H -5.637554 -0.379137 -2.784692 -0.23 0.00 -0.13
H -4.434602 -2.470752 -0.839962 0.11 0.33 0.15
H -4.109704 -1.455142 0.567416 -0.27 -0.06 -0.05
H -6.620835 -2.786725 -0.469359 -0.15 0.21 0.31
H -6.940776 -1.318513 0.450748 0.27 -0.11 0.20
H -5.740975 -4.005121 1.357482 0.18 0.28 0.22
H -7.178207 -3.171765 1.938232 0.42 0.02 0.31
H -0.973085 -2.719070 1.394855 -0.76 -0.16 0.36
H -0.116909 -0.202257 1.323977 -0.55 -0.37 0.15
H -3.626541 -0.133284 3.540210 0.11 -0.35 -0.12
C 1.956109 3.636136 -0.050403 -0.40 -0.39 -0.25
C 1.299313 4.035745 -1.377226 -0.13 0.04 0.12
C 1.288256 2.794646 -2.278359 0.05 0.46 -0.20
S 1.237762 1.378277 -1.176514 -0.22 0.33 0.21
O 2.473813 0.636634 -1.320515 -0.07 -0.14 -0.03
O -0.044538 0.741617 -1.277352 0.22 -0.41 -0.11
C 1.308618 2.310949 0.346549 -0.02 0.42 0.25
H 1.813001 4.395526 0.715452 -0.01 -0.04 0.02
H 3.022627 3.502389 -0.194743 -0.49 -0.23 -0.03
H 0.273604 4.364116 -1.192392 0.00 -0.04 -0.01
H 1.827201 4.862840 -1.854364 0.02 -0.04 -0.01
H 0.414986 2.771385 -2.926616 0.01 -0.21 0.03
H 2.196856 2.723579 -2.875078 0.01 -0.12 0.06
H 1.879542 1.758872 1.091167 -0.03 -0.13 -0.09
H 0.283529 2.458560 0.691695 -0.03 -0.13 -0.07
C 3.159281 -4.898933 -0.689081 -0.05 0.25 0.13
C 3.677402 -3.977037 0.420924 0.03 -0.06 -0.01
C 2.486024 -3.618244 1.316483 0.33 0.30 -0.06
S 1.337540 -4.993426 1.191789 0.21 -0.17 0.09
O 0.121897 -4.534195 0.568280 0.01 -0.10 0.10
O 1.310946 -5.711530 2.443066 -0.20 0.04 0.02
C 2.286567 -5.937465 0.006816 0.22 0.03 -0.35
H 3.971058 -5.366013 -1.238008 -0.02 0.00 0.03
H 2.560810 -4.322415 -1.397204 0.01 -0.06 -0.02
H 4.432760 -4.506436 1.008463 -0.03 -0.01 0.01
H 4.146622 -3.080553 0.015847 -0.04 0.01 0.01
H 2.782767 -3.493313 2.355307 -0.21 -0.04 0.04
H 1.974123 -2.722354 0.966591 -0.09 -0.07 -0.01
H 1.615126 -6.458622 -0.671274 -0.10 0.01 0.11
H 2.891201 -6.654795 0.561141 -0.06 0.00 0.04
C -4.837201 6.769844 2.147592 -0.09 0.00 -0.04
C -5.647326 5.561814 1.661927 0.06 0.02 0.06
C -5.091203 5.151414 0.293831 -0.27 -0.05 0.24
S -3.364748 5.651690 0.284959 -0.34 -0.24 0.16
O -3.185680 6.689502 -0.704271 0.17 -0.03 0.00
O -2.519380 4.489322 0.322643 0.28 0.17 -0.21
C -3.375402 6.413722 1.906791 -0.11 0.25 0.29
H -5.027076 6.989857 3.198744 0.01 0.01 -0.02
H -5.106793 7.653604 1.563104 0.04 0.01 0.02
H -5.529729 4.736694 2.368246 0.00 0.00 -0.03
H -6.711133 5.789270 1.599519 0.01 -0.05 -0.02
H -5.158970 4.077915 0.138800 0.10 0.05 -0.22
H -5.594803 5.673684 -0.517184 0.13 -0.03 -0.07
H -2.714122 7.277921 1.911752 0.09 -0.08 -0.13
H -3.026865 5.669468 2.623159 0.03 -0.04 -0.07
C 3.296640 -8.490863 -5.727366 0.07 0.08 -0.02
C 4.809564 -8.442880 -5.479535 -0.04 -0.07 -0.02
C 5.069160 -7.351324 -4.434318 0.32 -0.14 -0.30
S 3.579653 -7.250583 -3.435370 -0.01 -0.37 -0.21
O 2.972220 -5.964035 -3.645091 0.02 0.04 0.16
O 3.855519 -7.757770 -2.114202 -0.04 0.20 0.08
C 2.648338 -8.474891 -4.346831 -0.11 -0.20 -0.32
H 3.007121 -9.375349 -6.293804 -0.01 0.02 0.01
H 2.987462 -7.610050 -6.294912 -0.04 -0.02 0.02
H 5.145525 -9.408620 -5.094705 -0.02 0.02 0.01
H 5.363163 -8.246472 -6.397350 0.00 0.00 0.03
H 5.913062 -7.595801 -3.793274 -0.08 0.12 0.12
H 5.225553 -6.379267 -4.899216 -0.10 0.04 0.09
H 1.596930 -8.196300 -4.366308 0.04 0.10 0.15
H 2.774586 -9.432095 -3.840599 0.01 0.05 0.06
C 6.494994 6.705242 2.282891 0.01 -0.09 0.06
C 7.246647 5.377198 2.127355 0.02 0.07 -0.03
C 6.196740 4.266511 2.002794 0.43 -0.07 0.16
S 4.740995 5.032642 1.283508 0.43 0.16 -0.23
O 3.679047 5.002908 2.254098 -0.07 -0.07 -0.07
O 4.565911 4.546456 -0.063843 0.62 0.45 0.30
C 5.404279 6.692427 1.216610 0.21 0.32 0.15
H 7.158075 7.561909 2.165304 -0.02 0.00 0.01
H 6.044708 6.760472 3.276885 -0.02 0.03 -0.03
H 7.857411 5.409648 1.222174 -0.03 0.00 0.00
H 7.916166 5.191244 2.966758 -0.01 -0.02 -0.02
H 6.533117 3.460863 1.354382 -0.19 -0.04 -0.02
H 5.917057 3.867082 2.976280 -0.13 0.02 -0.05
H 4.610310 7.412704 1.401479 -0.11 -0.13 -0.06
H 5.823657 6.842086 0.221676 -0.06 -0.06 -0.02